No. 1
This record from the Open Molecules 2025 dataset describes C27H36BN6O2V as an isolated structure. The level of theory is wB97M-V/def2-TZVPD.

The geometry in XYZ format:
```
73
Properties=species:S:1:pos:R:3:forces:R:3:mulliken_charge:R:1
H 1.166 -1.631 2.965 -0.004 -0.002 -0.013 0.09
N -2.604 0.404 -0.884 0.466 -0.176 0.394 -0.22
N -2.422 0.308 2.024 -0.104 -0.121 0.430 0.01
C -2.556 -1.215 3.602 -0.005 -0.083 -0.104 -1.38
N -1.501 -0.630 1.713 0.073 0.005 -0.328 0.45
H 3.950 1.387 -0.055 0.008 -0.007 0.010 0.45
H -2.127 0.467 -4.488 -0.023 0.022 -0.017 0.33
C 3.534 3.085 2.075 0.000 0.011 0.038 -1.92
C 1.147 2.466 1.637 0.247 -0.028 -0.024 -0.17
H -3.831 0.628 3.548 0.013 -0.009 0.023 0.49
H -0.223 4.818 -2.446 0.008 -0.019 -0.025 0.34
H -2.982 -1.593 -2.405 -0.021 -0.001 -0.013 0.02
H 2.819 2.648 -0.574 -0.007 0.014 0.007 0.21
H -2.843 -1.785 4.469 -0.032 0.024 0.023 0.46
C 2.930 -3.416 -2.233 -0.011 -0.007 -0.005 -0.60
H 1.239 -3.243 3.693 0.003 -0.011 0.002 0.43
H -1.220 -3.489 3.372 0.037 0.026 0.026 0.42
H 0.360 -1.934 4.508 -0.002 -0.006 0.005 0.39
C -4.200 1.529 -1.955 -0.018 -0.134 0.096 -1.14
O -0.151 1.722 -1.412 0.241 -0.022 0.017 -0.17
H 4.568 2.749 1.983 0.001 -0.012 0.003 0.45
H 0.240 -2.706 0.811 0.004 -0.001 0.018 -0.22
N -2.962 1.464 -0.125 -0.023 0.244 -0.089 0.64
H 0.300 -4.291 1.604 -0.011 -0.013 0.002 0.49
C -0.180 4.059 -1.668 0.124 -0.054 -0.032 -0.81
C -3.927 2.154 -0.756 -0.022 0.084 -0.047 -0.55
C 2.267 -2.351 -1.654 -0.075 -0.049 -0.012 -0.27
H -0.960 4.259 -0.929 -0.008 -0.044 -0.032 0.10
C 2.585 2.042 1.495 -0.035 0.035 0.002 1.34
C 0.601 3.682 2.081 -0.066 -0.098 -0.042 -0.91
H -4.920 1.818 -2.701 -0.025 0.031 0.013 0.36
C -4.489 -0.897 -3.772 -0.015 0.027 -0.026 -1.80
H -4.393 -1.751 -4.445 0.009 -0.010 0.005 0.44
C 0.830 -4.409 -2.824 -0.054 -0.004 -0.003 -0.62
C -0.314 -3.402 1.439 0.017 -0.058 -0.072 -1.13
O -0.862 2.540 -3.377 0.136 -0.105 -0.126 -0.71
H 1.124 4.553 2.435 -0.005 0.018 0.011 0.42
H -4.711 -0.021 -4.386 0.002 0.003 0.005 0.32
H 2.826 -1.544 -1.195 -0.013 0.014 0.009 0.43
H -4.361 3.024 -0.292 -0.006 0.006 -0.037 0.54
H -0.925 -3.317 -2.256 -0.002 0.032 0.019 0.35
H 3.329 3.274 3.131 0.000 0.008 0.001 0.41
C 0.158 -3.345 -2.248 0.022 -0.045 -0.031 -0.17
C 0.856 -2.283 -1.639 0.182 0.003 -0.183 0.98
N -0.999 2.271 1.488 -0.070 0.303 0.022 0.78
H -1.915 -1.299 -4.617 0.013 0.005 -0.011 0.39
N 0.181 1.630 1.297 -0.416 -0.253 -0.132 -0.14
C 0.600 -2.371 3.537 0.045 0.042 -0.028 -1.33
C 2.219 -4.458 -2.823 0.075 -0.049 -0.031 -0.42
H 3.445 4.032 1.537 -0.012 -0.002 -0.014 0.34
H 0.263 -5.212 -3.283 0.009 -0.004 0.000 0.37
C -2.008 -0.458 -3.924 0.036 0.009 -0.008 -1.20
H 2.249 0.997 -0.387 0.019 0.007 -0.003 -0.04
H 2.738 -5.293 -3.277 0.010 0.010 0.007 0.35
H -1.086 -0.364 -3.352 0.006 -0.007 0.000 0.06
H 4.015 -3.436 -2.225 0.002 -0.019 -0.012 0.38
V -0.556 0.153 -0.235 -0.008 -0.320 -0.382 0.47
H -1.587 4.155 2.198 0.034 0.032 -0.001 0.51
C -0.404 2.656 -2.245 -0.526 0.359 0.151 0.29
C -0.667 -2.759 2.769 -0.055 0.012 0.029 0.46
C -1.571 -1.562 2.659 0.008 -0.050 -0.012 0.02
C 0.173 -1.202 -1.014 0.012 -0.027 0.419 -1.09
C -3.194 -0.692 -2.990 0.027 0.075 0.043 1.41
H 0.772 4.104 -1.137 0.024 0.020 0.003 0.14
C -3.340 0.415 -1.982 0.030 -0.035 -0.108 0.14
C 2.921 1.746 0.033 -0.016 -0.026 -0.026 -0.99
C -0.761 3.504 1.963 -0.026 0.073 0.005 -0.73
B -2.435 1.656 1.315 -0.142 0.329 0.138 0.08
H -5.340 -1.073 -3.110 0.003 -0.003 0.006 0.41
H 2.699 1.115 2.068 0.016 -0.012 -0.028 0.04
H -3.183 2.423 1.863 -0.046 -0.032 0.036 -0.21
H -1.204 -3.694 0.879 -0.020 0.008 0.018 0.34
C -3.066 -0.020 3.155 -0.038 0.064 0.024 -0.37
```
Forces are in eV/Å.

## Properties
Electronic energy, eV: -67987.027
Spin multiplicity: 2
<S²>: 1.1679
E_HOMO (alpha / beta), eV: -3.91 / -3.39
Total charge: -1
E_LUMO (alpha / beta), Ha: 0.09978 / 0.09975
Orbital gap (alpha / beta), eV: 6.6 / 6.1



No. 2
This record from the Open Molecules 2025 dataset describes C27H36BrMnN3O4 as an isolated structure. The level of theory is wB97M-V/def2-TZVPD.

The geometry in XYZ format:
```
72
Properties=species:S:1:pos:R:3:forces:R:3:mulliken_charge:R:1
O 0.340 2.956 -3.134 0.147 -0.112 0.088 -0.65
H 1.688 -3.151 0.234 -0.019 0.030 -0.032 0.21
H 1.776 3.130 1.785 0.012 0.015 0.017 0.43
C 3.204 -0.202 -3.583 -0.108 -0.053 -0.056 -0.26
C -1.209 0.066 1.564 -0.044 -0.059 -0.037 -0.54
H -1.547 3.181 -0.020 0.021 0.001 -0.038 0.19
H 3.282 -1.405 -1.847 0.040 -0.049 0.061 0.12
C 1.764 -3.186 1.324 0.033 -0.012 -0.064 -1.70
H 2.939 -2.673 3.707 0.025 -0.021 -0.002 0.48
C 2.168 1.520 -5.203 0.034 0.220 0.048 0.53
C -0.442 2.943 3.266 0.026 -0.004 -0.010 -1.67
H -1.502 4.417 1.231 -0.001 0.029 0.003 0.60
H 1.237 -2.243 3.879 -0.032 -0.012 0.006 0.36
C 0.977 -0.815 1.641 0.029 0.345 -0.107 0.79
H -4.421 0.601 2.735 -0.018 0.001 -0.009 0.51
H 0.433 2.535 3.773 0.017 -0.020 0.008 0.32
C -1.245 -3.602 -2.511 0.044 0.084 0.096 -1.12
H 2.567 -3.882 1.567 0.013 -0.017 0.022 0.47
C -0.379 2.680 1.747 0.054 -0.010 0.070 1.97
C -1.571 3.343 1.056 -0.030 -0.008 0.034 -1.85
H -0.394 -3.053 -0.616 0.015 -0.023 -0.004 0.39
C -1.325 -0.907 -2.895 -0.037 -0.086 -0.055 -0.13
C -3.297 0.578 0.199 -0.029 0.030 -0.075 -1.57
C -3.215 -1.439 1.610 -0.015 0.023 -0.058 -2.06
C -0.792 -2.707 -1.559 -0.017 -0.034 -0.047 -0.31
H -2.530 3.023 1.450 0.026 0.002 -0.033 0.29
Br -2.460 -0.994 -5.477 0.001 -0.011 0.012 -0.10
O -0.303 1.628 -1.454 -0.140 -0.017 0.259 -0.39
C 2.185 -1.932 3.442 -0.021 -0.033 0.000 -1.75
H 0.749 4.450 1.275 -0.015 0.030 0.012 0.50
H -2.114 -3.788 -4.471 -0.010 -0.008 -0.027 0.48
H 3.386 -1.283 0.266 0.023 0.055 -0.011 0.03
H -2.997 -0.054 -0.643 0.015 0.001 0.016 0.17
C 3.417 -1.321 1.356 -0.050 -0.024 -0.054 -1.17
H -1.201 -4.663 -2.317 -0.001 -0.014 0.010 0.50
H 3.791 2.472 -4.880 0.144 0.022 0.112 0.38
C -3.341 0.745 2.726 -0.025 0.016 0.027 -1.75
C -1.793 -1.745 -3.897 0.052 0.062 0.127 -0.68
H -2.879 -1.924 2.527 0.023 0.011 0.039 0.36
H -0.459 4.019 3.440 -0.006 0.025 -0.010 0.49
H 3.676 -0.328 1.718 0.015 0.016 0.034 0.35
H -4.388 0.561 0.233 -0.024 0.018 -0.009 0.59
H 4.216 -2.002 1.648 0.018 -0.022 0.012 0.44
C -0.438 -1.111 1.504 -0.118 0.212 0.146 0.09
H -0.844 -2.108 1.452 -0.013 0.018 0.034 0.93
H -2.942 0.339 3.656 0.023 -0.029 0.029 0.36
H -2.983 1.595 -0.015 0.000 -0.055 0.027 0.12
C -1.753 -3.117 -3.705 -0.005 0.072 -0.025 -0.06
H -1.331 2.512 3.721 -0.060 -0.036 0.018 0.27
C 1.552 0.974 -2.739 0.069 -0.045 -0.036 0.20
C 0.469 1.969 -2.456 -0.139 0.073 -0.263 0.57
N 2.865 -0.646 -2.357 -0.057 0.052 -0.015 -0.43
C 2.081 -1.812 1.910 0.016 0.054 0.040 1.59
H -1.364 0.168 -3.006 -0.001 0.015 -0.050 0.62
C 1.071 0.563 1.673 -0.056 -0.219 -0.051 -0.31
C 0.885 3.372 1.208 0.007 -0.022 -0.042 -1.83
H 1.059 3.128 0.159 -0.003 -0.002 -0.003 0.19
C 2.357 0.841 -3.882 0.074 -0.091 0.119 -0.29
H 1.979 1.134 1.755 0.024 -0.041 -0.030 0.33
Mn -0.013 0.073 -0.386 0.386 -0.106 -0.050 1.29
C -0.254 1.165 1.595 -0.056 -0.104 -0.068 -0.57
O 1.200 1.333 -5.871 0.055 -0.062 -0.040 -0.48
H -2.887 -2.034 0.756 0.013 -0.013 -0.037 0.27
N -0.821 -1.380 -1.746 -0.102 -0.144 -0.090 0.55
N 1.860 0.058 -1.825 -0.073 0.173 0.077 0.26
H -4.304 -1.454 1.609 -0.023 0.003 0.000 0.49
H 3.982 -0.680 -4.154 0.030 0.004 -0.041 0.54
H 0.842 -3.603 1.729 -0.039 -0.015 0.014 0.36
H 2.469 -0.980 3.890 0.004 0.033 -0.004 0.34
H -3.156 1.814 2.720 0.017 0.026 0.012 0.22
C -2.742 0.020 1.515 0.058 -0.063 0.095 1.62
O 3.173 2.322 -5.601 -0.216 -0.078 -0.142 -0.47
```
Forces are in eV/Å.

## Properties
Electronic energy, eV: -142602.481
Spin multiplicity: 5
<S²>: 6.3521
E_HOMO (alpha / beta), eV: -11.53 / -12.30
Total charge: +1
E_LUMO (alpha / beta), Ha: -0.17556 / -0.12333
Orbital gap (alpha / beta), eV: 6.8 / 8.9